This record from the OMol25 dataset describes a molecular structure, C32H30CrF3N5O3S. The level of theory is the ωB97M-V functional and the def2-TZVPD basis.

```
75
C32H30CrF3N5O3S, DFT the ωB97M-V functional and the def2-TZVPD basis
Cr 0.1796 0.2510 -0.1573
C 1.7650 -2.4068 0.7087
C 2.5022 -2.2886 -0.6153
C 2.7395 -0.8984 -1.1376
C 4.0292 -0.4446 -1.3102
C 4.3029 0.7315 -2.0103
C 3.2002 1.3749 -2.6128
C 1.9378 0.9075 -2.3972
N 1.6312 -0.1584 -1.5648
N 0.3826 -1.8722 0.7507
C 0.0554 -1.5949 2.1707
C -1.1577 -0.7242 2.3234
C -2.1216 -0.9496 3.2870
C -3.1728 -0.0522 3.3933
C -3.2298 1.0191 2.5328
C -2.2271 1.1670 1.5845
N -1.2125 0.3098 1.4821
C -0.6157 -2.8600 0.2936
C -0.6388 -3.2892 -1.1570
C -1.5001 -4.3372 -1.4797
C -1.6236 -4.7070 -2.8025
C -0.8811 -4.0318 -3.7622
C -0.0392 -3.0187 -3.3407
N 0.0818 -2.6511 -2.0624
H 1.7488 -3.4567 1.0270
H 2.3312 -1.8718 1.4731
H 3.4741 -2.7554 -0.4466
H 1.9871 -2.8744 -1.3836
H 4.8464 -1.0664 -0.9559
H 5.3162 1.0783 -2.1564
H 3.3384 2.2158 -3.2810
H 1.0926 1.3911 -2.8651
H -0.0643 -2.5232 2.7395
H 0.8955 -1.0570 2.6077
H -2.0447 -1.8142 3.9338
H -3.9500 -0.2063 4.1317
H -4.0466 1.7274 2.5563
H -2.2499 1.9691 0.8622
H -0.4989 -3.7609 0.9101
H -1.6037 -2.4458 0.5109
H -2.0851 -4.8259 -0.7082
H -2.2997 -5.5037 -3.0860
H -0.9526 -4.2849 -4.8117
H 0.5547 -2.4549 -4.0523
N 1.8798 0.9426 0.9722
C 1.5150 1.7195 2.1235
C 1.9201 1.3211 3.3875
C 1.4725 2.0053 4.5092
C 0.6289 3.0930 4.3489
C 0.2541 3.4958 3.0736
C 0.6860 2.8244 1.9331
C 0.2457 3.2428 0.5679
C 0.0603 4.6100 0.3259
C -0.4705 5.0540 -0.8718
C -0.8227 4.1263 -1.8442
C -0.6168 2.7752 -1.6126
C -0.0589 2.2882 -0.4220
H 2.5916 0.2525 1.1857
H 2.2719 1.5255 0.2312
H 2.5901 0.4733 3.4944
H 1.7817 1.6874 5.4965
H 0.2585 3.6281 5.2139
H -0.4229 4.3338 2.9576
H 0.3452 5.3329 1.0838
H -0.6031 6.1144 -1.0468
H -1.2577 4.4544 -2.7810
H -0.9094 2.0742 -2.3870
F -4.0834 -0.0624 -3.7332
C -3.0364 -0.7179 -3.2441
F -3.2258 -2.0223 -3.4272
F -1.9527 -0.3517 -3.9279
S -2.8704 -0.3409 -1.4336
O -3.4297 -1.4794 -0.7550
O -3.5188 0.9316 -1.2641
O -1.3994 -0.2878 -1.2764
```

Summary:
**HOMO-LUMO gap (alpha / beta)**: 5.18 / 8.50 eV
**Energy above the lowest of the compared OMol25 structures with the same formula, charge and spin**: 16.4 kcal/mol
**Expectation value of S²**: 6.07
**HOMO (alpha / beta)**: -4.9144 / -8.3007 eV
**Multiplicity**: 5

Atom charges from the Löwdin analysis, given in e for atoms 1 to 4: 0.734 -0.159 -0.129 -0.299